## P
This record from the Open Molecules 2025 dataset describes 2 unconnected molecules or ions with the total composition CH6N2O. The level of theory is the ωB97M-V functional and the def2-TZVPD basis.

```
10
Properties=species:S:1:pos:R:3:lowdin_charge:R:1
N 2.011 0.759 -0.436 -0.04
O 2.642 0.144 0.400 -0.07
H 1.412 1.598 -0.014 0.09
C -0.735 0.149 -0.287 -0.22
N -1.270 -0.975 0.520 -0.11
H 0.295 -0.155 -0.568 0.02
H -1.502 0.293 -1.187 0.12
H -0.711 1.100 0.244 0.05
H -1.415 -1.777 -0.112 0.06
H -0.727 -1.136 1.439 0.09
```

E_LUMO (spin up / spin down)   -0.36 / -0.36 eV
HOMO-LUMO gap (spin up / spin down)   8.70 / 8.70 eV
SMILES   N=O.CN
E_HOMO (spin up / spin down)   -0.333 / -0.333 Eh



## Q
This record from the Open Molecules 2025 dataset describes 2 unconnected molecules or ions with the total composition CH6N2O. The level of theory is the ωB97M-V functional and the def2-TZVPD basis.

```
10
Properties=species:S:1:pos:R:3:lowdin_charge:R:1
H 2.336 -2.089 1.893 0.03
N 2.625 -1.190 1.515 0.07
C 2.822 -1.294 0.275 -0.39
N 3.090 -0.181 -0.541 0.03
H 2.814 -2.247 -0.259 0.11
H 4.067 -0.209 -0.819 0.08
H 2.986 0.659 0.021 0.07
O -6.984 2.063 -0.964 -0.08
H -6.534 1.695 -0.182 0.04
H -6.656 2.976 -0.929 0.04
```

E_LUMO   1.10 eV
HOMO-LUMO gap   11.20 eV
SMILES   [H]/N=C/N.O
E_HOMO   -0.371 Eh



Winner for stability: Q



## P
This record from the Open Molecules 2025 dataset describes 14 unconnected molecules or ions with the total composition C5H42N3O13. The level of theory is the ωB97M-V functional and the def2-TZVPD basis.

```
63
Properties=species:S:1:pos:R:3:lowdin_charge:R:1
C -2.092 -0.835 -0.547 -0.10
C -1.478 0.461 -0.108 -0.25
C -1.938 1.664 -0.805 -0.16
C -0.633 2.635 -0.793 -0.16
N -0.465 3.234 0.634 -0.06
C 0.054 4.600 0.421 -0.31
N 1.251 4.698 1.267 0.00
N -1.047 -2.011 -0.451 0.18
H -2.361 -1.018 -1.576 0.09
H -3.006 -1.112 0.023 0.14
H -0.265 0.265 0.081 0.12
H -1.622 0.669 1.000 0.13
H -2.223 1.348 -1.708 0.05
H -2.772 2.247 -0.270 0.11
H -0.828 3.454 -1.570 0.11
H 0.360 2.164 -0.935 0.10
H -1.396 3.258 1.073 0.10
H -0.553 5.424 0.794 0.11
H 0.152 4.811 -0.595 0.07
H 1.997 4.207 0.906 0.01
H 0.982 4.056 2.108 0.10
H -0.948 -2.472 -1.382 0.11
H -0.138 -1.664 -0.183 0.08
H -1.350 -2.743 0.177 0.07
H 0.845 -1.156 3.866 0.07
H 1.621 -0.465 2.725 0.07
O 1.488 -1.369 3.193 -0.09
H 1.492 -3.101 0.817 -0.03
H 0.889 -2.567 2.243 0.08
O 0.694 -2.989 1.288 -0.11
H 0.909 -2.086 -3.507 0.05
H 0.685 -3.590 -3.507 0.06
O 0.297 -2.778 -3.285 0.01
H 2.526 -0.159 -1.602 0.08
H 2.734 -1.109 -0.459 0.09
O 2.011 -0.480 -0.778 -0.10
H 1.147 0.042 -4.195 -0.02
H 1.988 0.959 -3.464 0.01
O 1.809 0.070 -3.569 0.00
H 0.814 2.275 5.411 0.07
H -0.655 2.627 5.137 0.03
O 0.211 2.714 4.734 -0.08
H -1.197 1.612 -4.374 0.07
H 0.167 2.010 -4.281 -0.01
O -0.310 1.262 -4.381 0.01
H 3.779 -4.136 0.516 0.04
H 2.738 -4.830 -0.359 0.06
O 3.145 -3.979 -0.165 -0.03
H 1.455 0.543 0.663 -0.02
H 1.001 1.429 1.916 0.11
O 1.004 0.525 1.472 -0.08
H -2.387 -4.712 1.682 0.05
H -1.045 -4.059 2.042 0.06
O -1.645 -4.263 1.273 -0.07
H -5.088 2.949 1.489 0.00
H -4.678 1.814 0.890 0.06
O -4.498 2.772 0.821 -0.03
H -1.287 -2.429 -3.499 0.04
H -2.556 -3.365 -3.703 0.04
O -2.241 -2.640 -3.154 -0.11
H 4.757 -1.863 2.611 -0.05
H 3.434 -1.589 3.010 -0.04
O 4.263 -1.225 2.918 0.05
```

Net charge   +1
E_LUMO   -2.35 eV
HOMO-LUMO gap   8.66 eV
E_HOMO   -0.405 Eh



## Q
This record from the Open Molecules 2025 dataset describes 14 unconnected molecules or ions with the total composition C5H42N3O13. The level of theory is the ωB97M-V functional and the def2-TZVPD basis.

```
63
Properties=species:S:1:pos:R:3:lowdin_charge:R:1
C -0.638 2.277 -2.075 -0.13
C -0.599 2.552 -0.560 -0.16
C -1.954 2.070 0.071 -0.18
C -1.767 1.457 1.436 -0.20
N -2.574 0.225 1.838 -0.08
C -2.690 -0.093 3.246 -0.29
N -1.438 -0.693 3.730 0.01
N 0.663 1.727 -2.551 0.14
H -0.666 3.170 -2.774 0.16
H -1.411 1.554 -2.236 0.11
H -0.395 3.628 -0.621 0.10
H 0.152 2.055 0.092 0.11
H -2.673 2.910 0.152 0.12
H -2.369 1.346 -0.679 0.10
H -1.834 2.253 2.198 0.12
H -0.720 1.186 1.573 0.07
H -3.487 0.482 1.443 0.08
H -3.538 -0.802 3.508 0.14
H -2.786 0.833 3.869 0.12
H -0.657 -0.048 3.622 0.05
H -1.200 -1.502 3.132 0.05
H 1.424 2.355 -2.218 0.11
H 0.964 0.783 -2.215 0.13
H 0.824 1.617 -3.582 0.12
H 0.232 -3.558 -0.844 0.03
H -0.237 -2.073 -0.292 0.00
O 0.042 -2.645 -1.055 -0.08
H 2.925 -1.393 -1.927 -0.01
H 1.453 -1.674 -1.491 0.00
O 2.048 -1.054 -1.943 -0.07
H 2.915 0.216 -1.021 -0.04
H 3.891 0.860 0.065 0.03
O 3.401 1.010 -0.779 -0.09
H 0.757 -0.780 0.264 0.01
H 0.579 -1.380 1.574 0.05
O 1.313 -1.031 1.007 -0.05
H 3.138 -0.014 1.929 0.04
H 2.218 1.102 1.528 0.02
O 3.149 0.923 1.713 -0.07
H -3.346 -3.246 -1.370 0.05
H -3.314 -4.593 -0.482 0.03
O -3.645 -3.704 -0.560 -0.06
H 0.872 3.098 2.753 0.05
H 1.678 2.359 3.683 0.05
O 0.750 2.389 3.411 -0.06
H 4.841 -2.297 -0.515 0.06
H 4.650 -3.329 -1.564 0.06
O 4.253 -2.509 -1.250 -0.03
H -1.894 -1.294 1.185 0.05
H -1.835 -2.858 1.158 0.06
O -1.269 -2.087 1.061 -0.11
H 1.354 0.201 -5.692 0.07
H 0.623 -0.289 -4.548 0.07
O 0.745 0.553 -5.039 -0.05
H -5.530 0.803 -0.516 0.08
H -4.826 2.083 -0.143 0.06
O -4.649 1.132 -0.214 -0.07
H 1.419 4.190 -0.749 0.03
H 2.806 3.780 -0.894 0.07
O 2.057 4.032 -1.453 -0.03
H 1.459 -3.982 1.000 0.04
H 1.202 -5.243 1.588 0.07
O 0.712 -4.614 1.012 -0.07
```

Net charge   +1
E_LUMO   -2.33 eV
HOMO-LUMO gap   9.35 eV
E_HOMO   -0.429 Eh



Winner for stability: Q



## P
This record from the Open Molecules 2025 dataset describes a single C3H8BNO molecule. The level of theory is the ωB97M-V functional and the def2-TZVPD basis.

```
14
Properties=species:S:1:pos:R:3:lowdin_charge:R:1
B 2.871 -0.412 -0.185 -0.18
O 1.952 0.523 -0.109 -0.06
N 0.773 0.298 0.716 -0.05
C -0.349 0.541 -0.152 -0.28
C -1.686 0.389 0.316 -0.21
C -2.691 -0.303 -0.209 0.00
H 3.011 -1.402 0.461 0.05
H 3.678 0.075 -0.856 0.04
H 0.755 -0.702 1.042 0.13
H 0.029 1.582 -0.570 0.17
H -0.110 -0.162 -1.012 0.13
H -1.892 0.849 1.287 0.11
H -3.624 -0.450 0.450 0.08
H -2.717 -0.826 -1.179 0.06
```

E_LUMO   0.74 eV
HOMO-LUMO gap   10.17 eV
SMILES   BONCC=C
E_HOMO   -0.347 Eh



## Q
This record from the Open Molecules 2025 dataset describes a single C3H8BNO molecule. The level of theory is the ωB97M-V functional and the def2-TZVPD basis.

```
14
Properties=species:S:1:pos:R:3:lowdin_charge:R:1
B 0.355 1.650 1.285 0.21
C 0.804 0.644 -0.238 -0.25
C 0.541 -0.702 0.393 -0.17
C -0.627 -1.166 -0.560 -0.17
N -1.293 0.065 -1.028 -0.03
O -0.155 0.900 -1.366 -0.16
H 1.212 1.983 2.019 0.01
H -0.707 1.494 1.405 -0.02
H 1.784 0.676 -0.556 0.08
H 0.143 -0.600 1.438 0.10
H 1.358 -1.439 0.519 0.12
H -0.255 -1.765 -1.349 0.09
H -1.477 -1.670 -0.065 0.12
H -1.684 -0.069 -1.895 0.07
```

E_LUMO   0.30 eV
HOMO-LUMO gap   8.66 eV
SMILES   B[C@H]1CCNO1
E_HOMO   -0.307 Eh



## R
This record from the Open Molecules 2025 dataset describes a molecular structure, C3H8BNO. The level of theory is the ωB97M-V functional and the def2-TZVPD basis.

```
14
Properties=species:S:1:pos:R:3:lowdin_charge:R:1
B 1.402 -1.271 -2.022 -0.23
C -0.163 -0.193 2.016 0.00
C -1.007 0.351 1.169 -0.25
C -0.824 0.963 -0.121 -0.30
N 0.495 0.873 -0.733 0.10
O 0.896 -0.889 -0.876 -0.05
H 1.476 -0.418 -2.787 0.03
H 1.631 -2.373 -1.803 0.04
H -0.384 -0.840 2.873 0.06
H 0.938 -0.209 1.578 0.09
H -2.075 0.555 1.518 0.12
H -1.230 2.020 -0.131 0.14
H -1.618 0.539 -0.879 0.16
H 1.196 1.051 -0.022 0.08
```

E_LUMO   0.13 eV
HOMO-LUMO gap   9.79 eV
E_HOMO   -0.355 Eh



Winner for stability: P



## P
This record from the Open Molecules 2025 dataset describes 3 unconnected molecules or ions with the total composition C5H16N2O. The level of theory is the ωB97M-V functional and the def2-TZVPD basis.

```
24
Properties=species:S:1:pos:R:3:lowdin_charge:R:1
C 1.649 0.824 -1.080 -0.59
C 1.311 0.958 -2.572 -0.07
N 2.349 -0.456 -0.878 0.04
O 0.556 1.047 -0.253 -0.28
H 0.067 0.331 1.142 0.08
H 2.394 1.601 -0.837 0.13
H 2.556 -0.574 0.108 0.06
H 1.758 -1.233 -1.160 0.05
H 0.791 1.900 -2.749 0.07
H 0.665 0.143 -2.906 0.06
H 2.220 0.932 -3.174 0.07
C -1.761 0.525 2.190 -0.10
C -1.222 -0.046 -0.705 0.17
C -0.615 -1.596 1.705 -0.10
N -0.784 -0.195 1.408 -0.23
H -0.397 -1.775 2.767 0.09
H -1.526 -2.152 1.452 0.09
H -1.580 0.433 3.269 0.08
H -2.769 0.141 1.989 0.08
H -1.731 1.579 1.916 0.09
H -0.702 -0.920 -1.068 0.05
H -1.240 0.787 -1.387 0.05
H -2.199 -0.263 -0.287 0.04
H 0.209 -1.993 1.111 0.08
```

E_LUMO (spin up / spin down)   0.25 / 0.25 eV
HOMO-LUMO gap (spin up / spin down)   8.16 / 8.16 eV
E_HOMO (spin up / spin down)   -0.291 / -0.291 Eh



## Q
This record from the Open Molecules 2025 dataset describes 2 unconnected molecules or ions with the total composition C5H16N2O. The level of theory is the ωB97M-V functional and the def2-TZVPD basis.

```
24
Properties=species:S:1:pos:R:3:lowdin_charge:R:1
C 1.943 -0.718 1.555 -0.08
C 0.472 -0.862 1.910 -0.26
N -0.395 -1.361 0.845 -0.15
C -1.832 -1.158 1.073 -0.08
H 2.117 0.009 0.766 0.05
H 2.509 -0.416 2.436 0.07
H 2.355 -1.670 1.212 0.08
H 0.422 -1.504 2.798 0.11
H 0.063 0.104 2.220 0.12
H -0.181 -2.326 0.615 0.14
H -2.187 -1.755 1.914 0.08
H -2.363 -1.464 0.172 0.09
H -1.972 -0.085 1.169 0.07
C -1.232 1.929 -0.874 -0.14
N -0.229 1.813 -1.912 -0.11
C 0.856 0.914 -1.578 -0.38
O 0.571 -0.411 -1.278 -0.16
H -1.801 1.005 -0.718 0.05
H -1.934 2.734 -1.091 0.07
H -0.745 2.186 0.072 0.08
H -0.676 1.501 -2.767 0.10
H 1.394 1.404 -0.748 0.10
H 1.563 0.900 -2.414 0.11
H 0.037 -0.734 -0.363 0.04
```

E_LUMO   0.83 eV
HOMO-LUMO gap   9.37 eV
SMILES   CCNC.CNCO
E_HOMO   -0.314 Eh



Winner for stability: Q



## P
This record from the Open Molecules 2025 dataset describes 2 unconnected molecules or ions with the total composition C5H16N2O. The level of theory is the ωB97M-V functional and the def2-TZVPD basis.

```
24
Properties=species:S:1:pos:R:3:lowdin_charge:R:1
C -0.573 2.391 -1.553 -0.14
N -1.081 1.081 -1.273 -0.13
C -0.190 -0.041 -1.077 -0.27
C 0.943 0.242 -0.064 -0.19
C 0.452 0.865 1.244 -0.20
C -0.446 -0.138 2.015 -0.28
N 0.420 -1.103 2.706 0.00
H 0.414 2.303 -2.010 0.08
H -0.432 3.046 -0.688 0.06
H -1.227 2.914 -2.253 0.07
H -1.983 0.980 -0.848 0.11
H 0.210 -0.280 -2.056 0.09
H -0.793 -0.909 -0.833 0.10
H 1.678 0.903 -0.521 0.10
H 1.438 -0.723 0.063 0.10
H -0.076 1.811 1.327 0.10
H 1.398 0.986 1.770 0.10
H -1.184 0.330 2.668 0.11
H -1.122 -0.570 1.263 0.09
H -0.031 -1.471 3.529 0.06
H 0.690 -1.850 2.084 0.05
O 0.405 -2.820 -1.799 -0.06
H 0.943 -3.075 -1.034 0.04
H 0.800 -1.974 -2.044 0.01
```

E_LUMO   0.75 eV
HOMO-LUMO gap   8.95 eV
SMILES   CNCCCCN.O
E_HOMO   -0.301 Eh



## Q
This record from the Open Molecules 2025 dataset describes a molecular structure, C5H16N2O. The level of theory is the ωB97M-V functional and the def2-TZVPD basis.

```
24
Properties=species:S:1:pos:R:3:lowdin_charge:R:1
N -1.134 -0.806 -1.080 0.05
C -0.298 -0.062 -0.300 -0.42
C 1.162 -0.001 -0.783 -0.41
C 1.668 -1.402 -1.110 -0.07
C 2.022 0.789 0.171 -0.09
C -0.490 -0.374 1.222 -0.23
N -0.669 0.902 1.921 0.01
H -1.354 -0.327 -1.955 0.09
H -0.788 1.977 -0.756 0.20
H -0.622 1.282 -0.406 0.07
H 1.145 0.577 -1.712 0.13
H 1.744 -2.040 -0.238 0.08
H 0.927 -1.857 -1.763 0.07
H 2.611 -1.540 -1.675 0.09
H 2.076 0.386 1.202 0.08
H 3.105 0.676 -0.040 0.08
H 1.778 1.859 0.050 0.08
H -1.360 -1.025 1.210 0.10
H 0.357 -0.954 1.564 0.11
H -1.603 1.221 1.620 0.06
H -0.875 0.761 2.905 0.07
H -2.364 -0.333 -0.341 0.00
H -3.975 0.032 0.059 0.01
O -3.063 0.260 0.236 -0.17
```

E_LUMO   -0.69 eV
HOMO-LUMO gap   8.18 eV
E_HOMO   -0.326 Eh



## R
This record from the Open Molecules 2025 dataset describes 2 unconnected molecules or ions with the total composition C5H16N2O. The level of theory is the ωB97M-V functional and the def2-TZVPD basis.

```
24
Properties=species:S:1:pos:R:3:lowdin_charge:R:1
C -1.615 2.516 -1.003 -0.14
C -0.590 1.543 -1.448 -0.28
C 0.580 1.643 -0.431 -0.22
C 0.246 0.878 0.858 -0.23
N 0.676 -0.565 0.945 -0.07
C -0.240 -1.563 1.543 -0.34
N -1.602 -1.552 1.218 0.00
H -1.290 3.302 -0.364 0.07
H -2.429 1.902 -0.480 0.10
H -2.059 3.072 -1.803 0.06
H -0.286 1.898 -2.511 0.12
H -0.813 0.505 -1.703 0.10
H 1.711 1.284 -0.849 0.16
H 0.932 2.632 -0.177 0.08
H -0.859 1.004 1.108 0.10
H 0.742 1.277 1.751 0.10
H 0.994 -0.888 0.139 -0.02
H 0.209 -2.626 1.228 0.15
H -0.037 -1.386 2.714 0.14
H -1.763 -1.821 0.301 0.04
H -2.080 -0.624 1.293 0.08
O 2.292 -2.589 -1.274 -0.06
H 2.321 -2.033 -2.133 0.09
H 2.568 -2.069 -0.574 -0.03
```

E_LUMO   0.72 eV
HOMO-LUMO gap   9.35 eV
SMILES   CCCCNCN.O
E_HOMO   -0.317 Eh



Winner for stability: P